Below is a 13-piece molecular cluster, C51H86N4O35S6 overall at a distorted geometry, with properties calculated with wB97M-V/def2-TZVPD.

Properties
- E_HOMO (alpha / beta): -10.74 / -10.74 eV
- E_tot: -196887.3478 eV
- Multiplicity: 2
- Net charge: +1
- Expectation value of S²: 0.77
- HOMO-LUMO gap (alpha / beta): 5.07 / 1.35 eV

Atoms and positions in Å:
C -4.30 7.22 2.96
S 2.89 7.13 3.03
O 4.77 2.91 -1.87
O -4.22 3.86 -4.40
H -3.63 4.40 7.13
O 0.73 7.71 -7.59
H 5.10 4.44 4.62
H 0.18 5.64 -3.86
H -6.45 7.55 -6.31
C 4.35 6.51 1.98
H -1.93 5.04 7.21
H -4.79 7.02 -2.48
C -2.04 11.13 2.16
C 0.51 11.05 -1.34
H 4.35 5.42 2.07
O 6.39 2.77 -3.30
C -5.30 8.67 4.68
H 5.34 7.96 -2.16
O -5.79 7.98 -0.28
H 3.75 7.12 -2.01
C -4.07 9.44 -4.73
S -1.25 10.87 -1.80
C 4.81 7.01 -2.24
H 0.43 3.40 4.36
C -4.36 7.63 4.33
O 1.67 6.60 -0.83
H 0.23 6.85 -2.72
O 3.40 6.42 4.45
C -2.57 4.16 7.13
O -1.88 12.30 -1.26
N 3.86 0.10 -5.64
O -3.28 13.70 2.28
H 3.12 8.24 -8.11
C -5.72 7.26 -4.37
H -2.30 3.55 7.99
H -0.27 2.89 -3.70
H 2.24 5.00 5.30
H -1.53 8.52 -6.00
H -1.08 3.19 6.10
O 6.41 6.67 -4.38
C -5.08 1.75 -2.71
H 2.34 7.12 -4.37
H 1.18 -0.42 -6.06
H -6.86 9.12 1.69
C 0.70 11.10 2.76
H 2.18 3.61 -3.32
C -2.41 3.27 -6.54
C -5.75 7.93 -5.58
C -0.01 12.29 2.74
C -1.82 6.28 -3.14
H 2.45 9.58 -7.31
H -2.29 14.57 -0.30
H -3.58 6.47 2.68
H 0.16 5.06 3.67
C -2.13 3.42 5.94
H -2.75 7.50 -6.84
H -2.50 13.54 -2.67
C -1.40 12.35 2.45
C 6.04 3.30 -2.07
H -1.06 7.50 -0.39
C 4.30 4.38 5.36
H -0.70 0.91 -5.00
C 2.95 2.11 -4.55
C -3.84 2.69 -4.60
H -1.42 15.54 -1.52
H 5.79 0.00 3.15
N -2.12 13.67 2.49
O 4.24 5.43 -4.49
O -2.44 4.07 4.67
H 4.18 3.34 5.65
C 4.92 0.63 3.29
H 2.57 8.25 -5.78
H 0.31 9.56 -8.06
H -3.35 10.25 -4.81
H 2.92 4.48 3.72
H 7.91 3.18 -4.71
S -0.70 6.84 -7.66
O -4.20 10.77 -7.29
H -1.90 8.89 -7.74
H 1.73 11.15 3.08
O 2.96 8.60 3.01
H -0.52 14.59 -0.58
C 1.38 0.42 -5.42
C -0.82 6.66 0.25
O -4.25 1.63 -3.97
C 3.98 3.51 -0.87
C -4.91 9.05 -5.75
H 5.26 7.00 2.29
H 0.99 10.07 -1.36
H 5.05 1.71 3.37
C -1.50 14.56 -1.05
C -5.17 7.78 1.98
H 1.02 11.80 -1.96
C -4.86 7.64 -3.36
H -6.32 6.37 -4.20
O 1.94 0.67 1.51
S 4.98 6.56 -4.04
H -5.00 2.68 -2.15
H -6.80 10.05 3.94
H 0.10 1.18 2.32
H 4.63 4.96 6.22
H -1.39 3.52 -6.25
H 2.90 3.34 -0.81
C 2.81 8.03 -4.74
O -0.17 5.13 -1.86
H 4.03 4.59 -1.01
O -2.98 2.32 -5.60
O 2.57 1.95 3.35
O -1.49 14.68 2.65
C 2.41 9.05 -8.26
H 0.63 11.44 -0.33
C 1.87 2.81 -3.99
C -6.13 9.23 3.71
C -6.13 8.74 2.39
C 2.70 1.09 2.45
H -2.28 6.83 -2.32
H -3.04 4.13 -6.74
H 2.73 9.79 -9.00
H 5.26 6.25 -1.61
H 4.52 3.30 0.05
H -6.13 1.77 -2.99
C 0.93 8.76 -8.48
O 6.73 4.00 -1.28
H 0.45 8.98 2.68
H 0.62 8.41 -9.46
H -1.66 5.97 0.36
H 2.41 10.08 -4.37
H -2.43 5.39 -3.34
O 4.24 7.93 -4.67
H 1.30 8.99 -3.54
S 0.56 5.70 -0.43
C -1.66 13.41 -2.00
C -1.43 9.93 2.33
H -0.78 13.45 -2.64
O -1.88 1.96 3.40
H -2.53 2.41 5.84
S -1.74 3.44 3.31
H 0.87 2.25 1.09
C 0.32 1.21 -4.86
O -1.82 9.82 -0.97
H -2.29 2.72 -7.47
H 8.25 3.64 -3.16
H -2.03 9.05 2.17
H -0.29 7.09 1.10
H 0.08 0.75 0.63
C 2.33 9.11 -3.87
C -1.87 8.13 -6.96
H 0.50 3.68 2.61
O 0.80 4.57 0.45
H -5.13 0.94 -1.97
H -1.89 6.91 -4.02
H 4.50 0.36 4.26
O -0.64 5.79 -6.66
H -3.29 8.97 -2.79
O -1.01 6.58 -9.08
N -4.99 7.48 0.51
H 4.27 6.82 0.93
C 0.58 2.33 -4.07
O -2.26 4.16 2.21
O -5.67 9.39 -7.90
H 2.95 9.24 -2.98
H 8.25 1.88 -3.64
H -5.46 8.88 5.73
C -0.32 5.93 -2.94
C 0.02 3.98 3.53
C -4.05 8.73 -3.52
N -4.83 9.73 -7.08
O 3.77 -1.10 -5.79
C -0.04 9.94 2.64
O 3.89 0.39 2.32
C 0.68 1.22 1.40
O -1.39 10.84 -3.29
C 3.11 5.04 4.64
H 3.96 2.46 -4.40
H 0.51 13.20 2.98
H -3.64 7.18 4.99
C 2.70 0.93 -5.24
H -3.07 11.11 1.84
C 7.74 2.84 -3.69
O 1.68 6.49 2.47
O -4.07 6.65 0.21
O 4.97 0.62 -5.76